1.
# C42H48AsN4O7P2S4Tl

A molecular structure, C42H48AsN4O7P2S4Tl at a distorted geometry (the ωB97M-V functional and the def2-TZVPD basis, the Open Molecules 2025 dataset).

Last column: Mulliken charge in e.
Element x y z (Å)
Tl -0.49811 -0.76460 -0.73100  0.977
O -1.21521 -5.22312 -0.13232  -0.825
C -1.42082 -4.02992 -0.38170  -0.006
O -1.22492 -3.03429 0.38042  -0.369
C -2.03909 -3.68230 -1.74211  0.193
C -2.47815 -4.65543 -2.62706  -0.899
C -3.11552 -4.24767 -3.78991  -0.374
C -3.29587 -2.89314 -4.02711  -0.466
C -2.76516 -1.98118 -3.12276  0.097
N -2.15433 -2.38534 -2.01321  0.785
C -2.85991 -0.45550 -3.35126  -0.139
O -3.63686 -0.08784 -4.24280  -0.792
O -2.12535 0.24584 -2.60800  -0.562
H -2.30972 -5.69629 -2.38890  0.516
H -3.46217 -4.98363 -4.50721  0.402
H -3.82430 -2.51846 -4.89266  0.520
N -4.00861 -1.78851 0.52291  0.041
C -4.51578 -1.37748 1.71563  0.054
C -5.84551 -1.69077 2.04852  -0.694
C -6.40827 -1.26617 3.23282  -0.647
C -5.66274 -0.50970 4.12473  -1.051
C -4.36012 -0.16660 3.79763  -0.401
C -3.75960 -0.58216 2.61298  0.659
P -2.07809 0.01303 2.06970  1.624
C -2.68353 1.67468 1.51555  0.826
C -2.70724 1.95492 0.15219  -0.060
C -3.22884 3.15507 -0.31367  -0.709
C -3.74297 4.07942 0.57763  -0.594
C -3.71400 3.81380 1.94092  -0.821
C -3.19081 2.62120 2.40825  -0.050
C -1.36216 0.46834 3.70219  0.397
C -1.47338 -0.38718 4.79855  -0.740
C -0.98717 -0.01133 6.04126  -0.765
C -0.36603 1.22030 6.20517  -0.599
C -0.17133 2.03718 5.10088  -0.765
C -0.64878 1.65743 3.85514  -0.878
H -4.55566 -2.44472 -0.00704  0.284
H -3.00834 -1.94389 0.44166  -0.377
H -6.43548 -2.27084 1.34726  0.380
H -7.43803 -1.51713 3.46010  0.350
H -6.09424 -0.17335 5.05979  0.394
H -3.80400 0.44094 4.49823  0.261
H -2.32808 1.24390 -0.57067  -0.320
H -3.23260 3.35637 -1.37700  0.550
H -4.16490 5.01000 0.21780  0.363
H -4.10870 4.53815 2.64441  0.403
H -3.17358 2.43895 3.47361  0.265
H -1.97519 -1.33976 4.67910  0.597
H -1.10216 -0.67495 6.89040  0.379
H -0.01059 1.51959 7.18403  0.310
H 0.34308 2.98464 5.20508  0.464
H -0.47521 2.29437 2.99427  0.611
C 3.23154 -2.69697 -5.09980  -1.243
As 2.88511 -2.31187 -3.21039  0.756
C 4.70025 -2.41302 -2.47011  -0.979
C 2.46594 -0.41498 -3.27117  -0.938
S 1.53662 -3.62934 -2.37269  -0.422
H 3.94810 -1.98711 -5.51477  0.394
H 2.28776 -2.62609 -5.63863  0.331
H 3.61537 -3.71167 -5.19435  0.355
H 5.42708 -2.22211 -3.25992  0.418
H 4.85612 -3.41069 -2.06471  0.318
H 4.82103 -1.68340 -1.67117  0.219
H 3.32224 0.13391 -3.66334  0.431
H 2.21058 -0.04945 -2.27748  -0.042
H 1.60165 -0.27550 -3.92061  0.553
C 3.04594 1.00226 3.82326  -0.719
C 2.61273 -0.36295 4.33930  0.060
O 2.61334 -1.36532 3.33550  -0.407
P 1.33232 -1.43204 2.25579  0.399
O 1.92153 -0.50702 1.06136  0.268
C 3.18736 -0.78333 0.46353  0.285
C 3.85561 0.53241 0.10498  -0.911
O 1.75383 -2.87201 1.65816  -0.454
C 1.07319 -4.05883 2.07965  -0.245
C 1.81033 -4.71704 3.23622  -1.260
H 3.00069 1.72881 4.63641  0.480
H 2.39061 1.32848 3.01533  -0.140
H 4.07044 0.95830 3.44928  0.310
H 1.61878 -0.28338 4.78948  -0.084
H 3.30876 -0.70802 5.11046  0.359
H 3.01186 -1.39129 -0.43145  -0.305
H 3.79725 -1.36509 1.15812  0.503
H 3.13970 1.19010 -0.38923  -0.100
H 4.71653 0.37123 -0.54981  0.382
H 4.18923 1.04382 1.00720  0.223
H 1.02682 -4.71022 1.20945  0.274
H 0.04564 -3.82447 2.35772  0.207
H 2.83009 -4.97469 2.94437  0.276
H 1.28763 -5.62869 3.53051  0.436
H 1.86080 -4.02793 4.08082  0.213
S 0.25334 7.09003 -3.45401  -0.455
C 0.75192 5.81741 -2.49896  0.261
S 0.17643 5.59388 -0.87845  -0.161
C 1.19400 4.08596 -0.70251  0.118
N 1.80898 3.84427 -1.81598  -0.713
N 1.59021 4.78869 -2.79991  0.419
C 2.25468 4.53259 -4.02288  0.068
C 2.68443 5.53649 -4.88867  -0.439
C 3.34622 5.20111 -6.06037  -0.610
C 3.60325 3.87766 -6.38136  -0.503
C 3.18388 2.87988 -5.51316  -0.287
C 2.51842 3.19978 -4.34386  -0.219
S 1.28599 3.26061 0.73652  -0.318
H 2.50287 6.56979 -4.65451  0.301
H 3.66322 5.99365 -6.72742  0.336
H 4.12504 3.62650 -7.29687  0.367
H 3.36494 1.83971 -5.75656  0.372
H 2.18593 2.43230 -3.66071  0.465

Atomic forces in eV per Å
-0.055 -0.142 -0.451
0.006 -0.040 -0.106
-0.044 0.064 0.212
-0.016 -0.013 -0.038
0.087 0.015 0.049
-0.007 -0.061 -0.015
0.054 0.064 0.053
-0.005 -0.045 -0.079
-0.008 0.156 0.060
-0.100 -0.050 -0.080
-0.017 0.032 -0.066
0.012 -0.111 -0.025
0.037 -0.049 0.068
-0.007 0.016 0.060
-0.058 0.013 0.015
0.056 0.048 -0.005
0.260 -0.005 -0.357
-0.081 0.160 0.469
-0.018 0.007 -0.029
-0.007 0.025 -0.044
-0.033 0.105 0.161
-0.119 -0.129 -0.028
0.099 -0.210 -0.133
-0.761 0.509 0.288
0.130 -0.031 -0.014
0.103 -0.083 0.163
-0.091 0.050 -0.082
0.017 0.040 -0.039
-0.045 -0.025 0.101
-0.030 0.103 -0.164
0.139 -0.102 -0.053
0.037 0.019 -0.045
0.001 -0.022 0.045
0.090 -0.072 -0.008
0.020 0.047 0.066
-0.005 -0.063 -0.126
-0.001 -0.010 -0.003
0.068 -0.122 0.004
0.042 -0.034 -0.014
0.006 -0.039 -0.007
0.006 0.008 -0.014
0.030 0.021 -0.041
-0.079 0.037 -0.082
0.015 -0.051 -0.014
0.048 0.018 -0.024
0.012 0.005 -0.001
-0.019 -0.047 0.031
-0.006 -0.006 0.034
-0.017 -0.017 -0.020
0.016 0.030 -0.014
0.037 -0.010 -0.017
-0.044 0.074 0.020
-0.110 0.057 0.168
0.584 0.094 -0.509
-0.180 0.052 -0.030
-0.100 -0.191 0.096
-0.120 0.067 0.128
-0.003 0.024 0.045
-0.003 0.004 0.031
-0.012 0.005 0.078
-0.030 0.072 -0.004
-0.109 -0.016 -0.025
-0.018 -0.013 -0.048
0.031 -0.024 0.013
0.052 -0.014 0.006
-0.008 -0.031 0.006
-0.030 -0.275 0.028
-0.017 0.246 0.081
-0.189 -0.068 -0.151
0.761 -0.198 0.254
-0.024 0.038 0.266
0.223 0.120 -0.162
-0.196 -0.105 0.073
-0.042 -0.046 -0.128
0.045 -0.172 0.159
0.008 0.173 -0.196
-0.012 0.061 -0.019
0.039 0.120 -0.009
-0.006 0.032 -0.049
-0.067 -0.014 0.039
-0.085 -0.015 0.006
-0.086 -0.048 0.170
0.025 -0.045 -0.095
0.047 0.064 -0.024
0.021 -0.026 0.019
0.013 0.067 -0.030
-0.088 0.025 -0.003
-0.041 0.040 -0.095
0.013 -0.001 0.022
-0.011 -0.001 0.052
0.015 -0.092 0.078
-0.053 0.198 -0.173
0.049 -0.266 0.015
0.620 -0.644 -0.184
-0.569 1.165 -0.594
0.489 -0.526 -0.037
-0.462 0.599 0.396
0.122 -0.134 -0.256
-0.050 -0.017 0.133
0.035 -0.061 -0.019
0.024 0.037 -0.055
0.003 0.003 -0.018
-0.107 -0.023 0.053
-0.072 -0.442 0.742
-0.079 0.072 0.077
0.020 0.002 0.012
-0.020 -0.004 -0.006
0.000 -0.015 0.026
0.007 0.012 -0.011

net charge	-2
HOMO energy	-0.095	Eh

2.
# C42H48BCsN16O4S3

A molecular structure, C42H48BCsN16O4S3 at a distorted geometry (the ωB97M-V functional and the def2-TZVPD basis, the Open Molecules 2025 dataset).

Last column: Mulliken charge in e.
Element x y z (Å)
Cs -0.21982 -0.16690 1.04658  0.853
C 2.17038 -0.67527 4.16673  -1.375
C 1.29716 0.48179 4.55668  0.416
C 1.52660 1.40708 5.59995  -1.243
C 0.49308 2.31536 5.50494  0.713
C 0.24104 3.52676 6.34942  -1.224
N -0.29351 1.92891 4.47756  0.615
N 0.19786 0.80604 3.89666  0.016
B -1.46162 2.75347 3.88382  -0.922
N -0.93779 3.64278 2.73791  0.947
N -0.27803 3.09678 1.68825  -0.145
C -0.01339 4.07998 0.84818  0.638
C 0.71798 3.83714 -0.43932  -0.972
C -0.51674 5.30196 1.35738  -1.400
C -1.10143 4.97244 2.56426  0.785
C -1.80772 5.86594 3.53683  -1.300
N -2.59728 1.85662 3.32645  0.986
N -2.64109 1.45427 2.03651  -0.622
C -3.78226 0.81227 1.86953  0.257
C -4.17219 0.24394 0.54359  -0.412
C -4.50878 0.78725 3.08054  -1.174
C -3.71148 1.46717 3.98227  0.714
C -3.96131 1.75898 5.42904  -1.403
H 2.62769 -1.10784 5.05666  0.366
H 2.96932 -0.32996 3.50458  0.275
H 1.59048 -1.44102 3.65125  0.322
H 2.33899 1.41505 6.31205  0.403
H 0.98979 3.56790 7.14006  0.349
H -0.75194 3.49992 6.80382  0.202
H 0.31129 4.44397 5.75789  0.157
H -1.92420 3.44860 4.75662  -0.206
H 0.40173 2.89945 -0.89939  -0.070
H 1.79522 3.76801 -0.28261  0.271
H 0.53043 4.65665 -1.13596  0.275
H -0.45798 6.28330 0.90914  0.414
H -1.78399 6.88890 3.16196  0.344
H -1.33538 5.84426 4.52226  0.183
H -2.85113 5.56730 3.66796  0.226
H -3.35135 -0.34112 0.11493  -0.180
H -4.41016 1.04018 -0.16061  0.198
H -5.04480 -0.40164 0.65386  0.287
H -5.47065 0.33577 3.27306  0.416
H -4.88825 1.27747 5.74072  0.364
H -4.04844 2.83358 5.60842  0.196
H -3.14440 1.38574 6.05263  0.226
C -4.21669 -1.31960 -2.87560  -1.656
C -2.90845 -0.57921 -2.80125  0.301
N -1.78875 -1.15288 -2.59352  0.606
N -1.72358 -2.50564 -2.49794  -1.115
C -1.20703 -2.99254 -1.40488  -0.250
O -0.90384 -2.29196 -0.37038  0.220
C -1.02144 -4.48298 -1.39074  0.335
C -0.06378 -5.03999 -0.54874  -0.079
C 0.10564 -6.41709 -0.48874  -0.936
C -0.68734 -7.25215 -1.26608  -0.312
C -1.65770 -6.70122 -2.09614  -0.723
C -1.81741 -5.32330 -2.16434  -0.141
C -2.88851 0.90659 -2.95279  1.038
C -4.07500 1.64132 -2.99914  -0.906
C -4.01623 3.02574 -3.04987  -0.440
C -2.78178 3.64935 -3.07599  -1.015
C -1.65234 2.84064 -3.05968  -0.051
N -1.69772 1.51577 -3.00072  0.181
H -4.01182 -2.38729 -2.91436  0.295
H -4.77679 -1.02871 -3.76931  0.466
H -4.83504 -1.12045 -1.99614  0.165
H 0.54716 -4.37992 0.05711  0.526
H 0.85727 -6.84290 0.16610  0.388
H -0.55255 -8.32739 -1.22063  0.364
H -2.29409 -7.35007 -2.68837  0.369
H -2.56203 -4.88252 -2.81380  0.401
H -5.03095 1.13745 -2.97760  0.352
H -4.93168 3.60657 -3.05664  0.391
H -2.69381 4.72815 -3.11359  0.384
H -0.65804 3.27974 -3.09692  0.474
C 0.30740 -0.75378 -5.05728  -0.640
C 1.43496 0.17602 -4.81332  0.924
N 2.17513 0.71052 -5.73139  -0.967
N 3.02971 1.51135 -5.02214  0.197
C 2.83193 1.50109 -3.68736  0.014
S 3.65030 2.36784 -2.52781  -0.453
N 1.79585 0.62660 -3.56413  0.402
N 1.20436 0.32335 -2.33333  0.586
H 0.13569 -0.82464 -6.12959  0.386
H -0.58623 -0.38070 -4.55888  -0.145
H 0.51767 -1.74801 -4.65561  0.191
H 3.75245 2.03034 -5.47693  0.173
H 1.91182 -0.13299 -1.75411  -0.001
H 0.44056 -0.33602 -2.47128  -0.511
N 7.29861 -6.04391 3.61524  -0.614
C 6.88606 -4.86665 2.96262  1.197
C 7.66521 -4.31238 1.94877  -0.710
C 7.29027 -3.11832 1.34935  -0.134
C 6.13198 -2.47453 1.75295  -0.493
C 5.35157 -3.01736 2.76488  -0.409
C 5.72428 -4.20809 3.36466  -0.780
S 5.69010 -0.88576 1.06239  1.178
O 5.56595 -0.01833 2.20855  -0.735
O 6.72668 -0.58813 0.09810  -0.727
N 4.25017 -1.05511 0.43435  -0.242
C 3.96969 -1.84839 -0.61752  0.139
S 5.05799 -3.10528 -1.32365  -0.161
C 3.80081 -3.57612 -2.41968  -0.630
C 2.70913 -2.81422 -2.20864  -0.606
N 2.79817 -1.85898 -1.22561  0.135
H 7.90136 -6.62948 3.06392  0.219
H 6.55130 -6.56026 4.04699  0.224
H 8.57063 -4.82424 1.63332  0.239
H 7.87442 -2.67757 0.54982  0.502
H 4.44652 -2.50037 3.06666  0.362
H 5.11474 -4.63579 4.15584  0.261
H 3.94099 -4.36759 -3.14018  0.389
H 1.77752 -2.90736 -2.75885  0.323
O -2.40336 -3.60678 1.38452  -0.363
C -1.45019 -2.99650 1.50573  -0.121

Atomic forces in eV per Å
0.700 1.041 0.063
-0.197 0.314 -0.054
0.078 0.200 0.316
0.050 -0.090 -0.061
0.114 -0.111 0.096
-0.036 -0.074 -0.174
-0.123 0.037 0.125
-0.067 0.002 0.118
0.125 -0.099 -0.370
-0.036 0.064 0.091
0.172 0.044 0.031
-0.121 0.225 0.023
-0.067 0.013 0.253
0.040 -0.073 -0.081
0.069 0.036 -0.137
0.014 -0.171 -0.016
-0.156 -0.045 0.142
-0.048 0.024 -0.069
-0.264 -0.018 0.469
0.190 -0.063 0.054
0.029 -0.009 -0.075
-0.066 -0.053 -0.038
0.122 0.005 -0.099
0.030 -0.092 -0.024
0.027 -0.113 -0.022
0.032 -0.050 0.001
-0.036 0.008 -0.049
-0.001 0.024 0.013
0.035 0.026 -0.010
-0.015 -0.037 0.046
0.058 0.003 -0.043
0.053 0.018 -0.007
-0.004 -0.013 -0.039
0.022 -0.035 -0.042
-0.009 -0.042 0.015
-0.007 0.021 0.012
-0.034 0.014 -0.033
0.040 0.029 0.010
-0.120 -0.019 -0.024
-0.040 0.045 -0.096
0.034 -0.028 -0.053
0.034 0.000 -0.003
0.010 -0.007 0.013
0.014 -0.039 0.011
-0.053 0.032 -0.016
0.014 0.049 -0.078
-0.011 -0.161 -0.099
0.454 0.324 0.500
-0.495 -0.572 -0.639
0.030 0.966 0.395
0.025 -1.094 -1.769
0.044 0.088 0.150
0.046 -0.025 0.043
-0.005 -0.005 -0.075
-0.033 0.050 0.034
0.067 0.040 -0.005
0.030 -0.108 -0.017
0.014 0.119 0.036
0.001 -0.038 0.025
-0.038 -0.045 -0.003
-0.058 0.008 -0.021
0.069 -0.120 -0.054
-0.008 -0.018 -0.106
0.015 0.020 0.015
-0.035 0.010 0.072
-0.012 0.033 -0.033
-0.035 -0.009 -0.052
0.004 0.048 -0.028
-0.029 0.027 0.012
0.028 0.031 -0.009
0.005 0.017 0.025
-0.017 -0.010 0.047
0.027 -0.005 -0.020
0.037 -0.058 0.041
-0.065 -0.058 0.032
0.039 -0.005 0.055
-0.180 -0.089 0.336
0.216 0.199 -0.045
0.038 -0.055 -0.215
-0.045 0.157 -0.091
0.016 -0.022 0.010
-0.241 -0.274 0.057
-0.012 0.254 0.120
0.046 -0.009 0.017
-0.039 -0.042 -0.003
-0.032 0.040 0.016
0.086 0.073 -0.051
0.087 -0.229 -0.038
-0.187 0.174 -0.165
0.043 0.228 0.084
0.090 0.016 -0.040
-0.001 -0.064 0.048
-0.112 -0.075 -0.022
0.167 0.118 0.054
-0.054 -0.063 -0.069
-0.058 -0.001 0.024
-0.350 -0.186 -0.085
0.007 0.074 -0.042
0.098 -0.048 -0.062
-0.171 -0.259 -0.347
0.254 -0.261 0.009
-0.190 0.334 0.135
0.197 -0.083 0.060
-0.026 0.221 0.149
0.090 0.044 0.247
-0.017 -0.103 -0.074
-0.058 -0.078 -0.044
-0.040 0.039 0.007
-0.001 -0.022 0.079
0.068 -0.038 0.017
0.023 0.034 -0.038
-0.031 0.062 0.045
0.057 0.019 0.072
-0.135 -0.120 -0.123
-0.308 -0.408 1.228

net charge	-2
HOMO energy	-0.104	Eh